Entry from the Open Molecules 2025 dataset: one molecule with the formula C15H19NO3 (the ωB97M-V functional and the def2-TZVPD basis).

As for the structure (SMILES): C=CCN(CC=C)C(=O)c1c(OC)cccc1OC. The value obtained for the HOMO-LUMO gap is 9.13 eV. Its energy relative to the best compared isomer or geometry (same formula, charge and spin) is 343.0 kJ/mol. As for the total charge: 0. The value obtained for the LUMO energy is 0.87 eV.

Each line ends with the natural charge from an NBO analysis.
Positions of all 38 atoms, in Å:
O1 1.41 2.38 0.58  -0.5166
O2 -0.61 0.88 -2.00  -0.6435
O3 0.92 -2.19 -1.19  -0.4950
N1 -1.33 0.59 0.12  -0.4460
C1 1.00 0.15 -0.38  -0.2513
C2 1.79 1.10 0.29  0.3321
C3 -3.65 -0.14 -0.19  -0.1865
C4 0.67 3.14 -0.35  -0.2536
C5 1.52 -1.13 -0.58  0.3508
C6 -4.70 -0.18 0.60  -0.3851
C7 -1.10 0.17 1.49  -0.2607
C8 3.05 0.75 0.78  -0.2947
C9 -0.37 0.56 -0.84  0.7007
C10 -0.11 -2.04 2.06  -0.3667
C11 -1.13 -1.32 1.64  -0.2062
C12 -0.34 -2.09 -1.81  -0.2578
C13 -2.68 1.00 -0.24  -0.2702
C14 2.79 -1.45 -0.09  -0.2841
C15 3.54 -0.52 0.59  -0.1708
H1 -0.41 3.06 -0.17  0.1742
H2 -1.13 -1.85 -1.09  0.1720
H3 -1.90 0.61 2.10  0.2154
H4 3.15 -2.45 -0.27  0.2261
H5 0.89 2.85 -1.38  0.2006
H6 -5.38 -1.01 0.61  0.2032
H7 -3.00 1.80 0.43  0.1956
H8 -3.42 -0.96 -0.86  0.2012
H9 -0.17 -3.11 2.15  0.2026
H10 -2.07 -1.79 1.37  0.2038
H11 0.97 4.18 -0.20  0.1934
H12 -0.53 -3.08 -2.23  0.1962
H13 -0.34 -1.35 -2.62  0.2062
H14 0.83 -1.59 2.33  0.1986
H15 3.62 1.51 1.30  0.2263
H16 -2.62 1.38 -1.26  0.2568
H17 -0.14 0.56 1.85  0.2252
H18 -4.94 0.63 1.27  0.1909
H19 4.51 -0.79 0.97  0.2173

Entry from the Open Molecules 2025 dataset: C15H19NO5S4Tc as an isolated structure (the ωB97M-V functional and the def2-TZVPD basis).

The value obtained for the HOMO-LUMO gap (alpha / beta) is 7.73 / 6.05 eV. Its energy relative to the best compared isomer or geometry (same formula, charge and spin) is 0.0 kJ/mol. Its multiplicity is 2. As for the total charge: +2. Its expectation value of S² is 0.7587. The value obtained for the LUMO energy (alpha / beta) is -7.37 / -8.81 eV.

Each line ends with the natural charge from an NBO analysis.
Positions of all 45 atoms, in Å:
Tc1 0.02 -0.16 -0.44  0.6904
S1 -1.40 -0.89 1.47  0.5105
S2 2.23 -0.91 0.51  0.5421
S3 0.11 -2.63 -1.03  0.5029
S4 0.47 1.72 1.14  0.4917
O1 -3.90 0.01 -1.54  -0.4816
O2 -1.83 -0.68 -1.04  -0.6780
O3 -2.01 4.38 -4.04  -0.5932
O4 1.56 0.46 -1.56  -0.6633
O5 2.55 2.25 -2.49  -0.4831
N1 -0.70 1.33 -1.70  -0.4055
C1 2.20 1.49 1.67  -0.5389
C2 -0.45 1.27 2.66  -0.5439
C3 1.57 1.68 -2.12  0.7385
C4 -1.64 3.36 -3.29  0.4047
C5 0.16 2.15 -2.30  0.1033
C6 2.14 -2.65 0.96  -0.5426
C7 -2.73 0.22 -1.46  0.7486
C8 -2.01 1.42 -1.96  0.1145
C9 -0.26 3.19 -3.09  -0.2196
C10 -0.62 -0.22 2.95  -0.5572
C11 -1.24 -2.70 1.51  -0.5286
C12 2.61 0.06 1.98  -0.5452
C13 1.63 -3.33 -0.31  -0.5594
C14 -2.53 2.42 -2.74  -0.2573
C15 -1.19 -3.25 0.08  -0.5477
H1 -0.37 -2.98 2.10  0.2293
H2 3.69 0.02 2.12  0.2814
H3 2.79 1.90 0.84  0.2788
H4 -2.13 -3.10 2.00  0.2785
H5 -1.08 -4.33 0.11  0.2706
H6 2.34 2.14 2.53  0.2753
H7 -2.11 -3.03 -0.45  0.2884
H8 1.45 -4.40 -0.14  0.2748
H9 -1.30 -0.34 3.79  0.2767
H10 0.03 1.80 3.48  0.2734
H11 0.32 -0.73 3.19  0.2243
H12 2.37 -3.25 -1.10  0.2747
H13 -2.97 4.43 -4.17  0.5117
H14 2.13 -0.34 2.87  0.2323
H15 -3.59 2.44 -2.94  0.2715
H16 -1.43 1.73 2.52  0.2697
H17 1.51 -2.82 1.83  0.2237
H18 3.15 -3.00 1.18  0.2771
H19 0.46 3.83 -3.58  0.2858

Entry from the Open Molecules 2025 dataset: C15H20AgF3N5O2S as an isolated structure (the ωB97M-V functional and the def2-TZVPD basis).

The value obtained for the HOMO-LUMO gap is 6.29 eV. As for the total charge: +1. The value obtained for the LUMO energy is -3.58 eV.

Each line ends with the natural charge from an NBO analysis.
Positions of all 47 atoms, in Å:
Ag1 -0.40 0.48 -1.57  0.6908
S1 -0.27 2.86 -1.27  -0.4443
F1 0.76 5.37 0.32  -0.3259
F2 2.69 6.09 -0.31  -0.3244
F3 1.20 5.58 -1.79  -0.3137
O1 2.50 -3.03 3.92  -0.7209
O2 1.67 -5.41 0.71  -0.6003
N1 -3.26 0.99 -1.72  -0.8354
N2 1.73 -3.47 1.84  -0.6113
N3 1.93 1.45 -0.90  -0.5339
N4 -4.40 1.91 1.77  -0.6696
N5 -0.54 -1.72 -1.33  -0.5301
C1 2.26 3.80 -0.63  -0.2309
C2 3.23 1.27 -0.66  0.0636
C3 -0.05 -4.44 -1.22  -0.0898
C4 2.54 -4.01 2.91  0.1087
C5 -0.84 -3.91 -2.23  -0.2471
C6 0.23 -2.24 -0.36  0.0693
C7 -1.05 -2.54 -2.24  0.0571
C8 3.61 3.59 -0.39  -0.1158
C9 -4.56 1.77 0.27  -0.2321
C10 1.72 5.21 -0.61  0.9820
C11 0.49 -3.60 -0.26  -0.1683
C12 4.11 2.30 -0.40  -0.2877
C13 -3.32 1.07 -0.29  -0.2673
C14 1.43 2.70 -0.90  0.1178
C15 1.35 -4.23 0.80  0.6507
H1 1.47 -2.50 1.93  0.4071
H2 -3.99 0.48 -2.19  0.3794
H3 -3.57 2.46 1.98  0.4494
H4 0.65 -1.52 0.33  0.2004
H5 -5.48 1.23 0.08  0.2231
H6 -5.21 2.37 2.20  0.4472
H7 -1.66 -2.08 -3.01  0.2096
H8 5.16 2.10 -0.22  0.2305
H9 -3.24 0.06 0.14  0.1960
H10 -1.27 -4.53 -2.99  0.2399
H11 -4.65 2.78 -0.13  0.2319
H12 -3.10 1.89 -2.15  0.3908
H13 3.57 0.24 -0.68  0.1940
H14 -4.29 0.99 2.21  0.4397
H15 4.25 4.43 -0.19  0.2410
H16 2.11 -4.96 3.23  0.1779
H17 3.18 -3.22 4.57  0.4876
H18 -2.43 1.63 0.03  0.2363
H19 0.17 -5.50 -1.17  0.2602
H20 3.56 -4.19 2.56  0.1668

Entry from the Open Molecules 2025 dataset: C15H20AuIO as an isolated structure at a distorted geometry (the ωB97M-V functional and the def2-TZVPD basis).

The value obtained for the HOMO-LUMO gap (alpha / beta) is 4.50 / 4.24 eV. Its energy relative to the best compared isomer or geometry (same formula, charge and spin) is 89.7 kJ/mol. Its multiplicity is 3. As for the total charge: -2. Its expectation value of S² is 2.0183. The value obtained for the LUMO energy (alpha / beta) is 4.90 / 4.69 eV.

Each line ends with the natural charge from an NBO analysis.
Positions of all 38 atoms, in Å:
Au1 -2.11 0.49 1.36  0.8201
I1 -1.47 2.95 2.28  -0.3526
O1 -0.10 1.78 0.74  -0.8347
C1 -1.38 -2.39 1.11  -0.3211
C2 -1.34 1.00 -1.89  -0.3604
C3 2.52 1.28 -0.78  -0.4886
C4 0.14 -1.11 2.26  -0.3254
C5 -0.05 -2.05 1.24  -0.3238
C6 -1.91 -0.32 -1.94  -0.3235
C7 -2.14 1.77 -1.06  -0.2440
C8 3.40 -0.74 0.22  -0.6627
C9 -2.15 -1.63 2.05  -0.4521
C10 -3.21 0.95 -0.52  -0.5519
C11 -1.16 -0.85 2.84  -0.4511
C12 2.96 -0.15 -1.01  0.0250
C13 -3.06 -0.37 -1.12  -0.3246
C14 1.07 2.09 0.07  0.0109
C15 2.11 -0.79 -1.97  -0.6696
H1 1.64 2.68 0.84  0.1312
H2 2.62 -1.36 -2.73  0.1820
H3 2.88 -1.65 0.56  0.2147
H4 1.38 -1.51 -1.53  0.2322
H5 -1.37 -0.38 3.78  0.2176
H6 3.26 -0.09 1.07  0.2228
H7 0.78 2.77 -0.79  0.1198
H8 -1.80 -3.15 0.43  0.1828
H9 0.79 -2.52 0.68  0.1776
H10 -3.19 -1.77 2.32  0.2097
H11 -2.01 2.84 -0.85  0.2099
H12 3.32 1.88 -0.24  0.1717
H13 -3.70 -1.22 -0.98  0.1888
H14 4.45 -1.00 0.24  0.1861
H15 2.49 1.87 -1.71  0.1777
H16 -4.12 1.33 -0.04  0.2220
H17 1.07 -0.68 2.60  0.1957
H18 -0.49 1.32 -2.46  0.1845
H19 1.43 -0.14 -2.49  0.2274
H20 -1.54 -1.12 -2.57  0.1758

Entry from the Open Molecules 2025 dataset: a 2-piece molecular cluster, C15H20BF12NO9P2S overall at a distorted geometry (the ωB97M-V functional and the def2-TZVPD basis).

The value obtained for the HOMO-LUMO gap is 8.08 eV. As for the total charge: 0. The value obtained for the LUMO energy is -2.40 eV.

Each line ends with the natural charge from an NBO analysis.
Positions of all 61 atoms, in Å:
S1 1.35 -3.93 -3.03  2.3817
P1 -0.13 -1.21 4.85  2.5986
P2 -0.89 2.49 -2.93  1.5282
F1 -1.87 0.47 2.40  -0.2862
F2 -0.98 -2.55 4.42  -0.5860
F3 0.29 -1.32 3.23  -0.6136
F4 -1.63 3.09 2.55  -0.2621
F5 -3.83 0.85 3.33  -0.2722
F6 -0.05 -1.91 6.33  -0.5787
F7 -3.65 1.64 -0.01  -0.3362
F8 0.10 0.43 4.59  -0.6081
F9 -4.38 2.68 1.79  -0.2717
F10 1.52 -1.20 5.08  -0.6010
F11 -2.57 4.11 0.84  -0.2893
F12 -1.59 -0.62 5.36  -0.5919
O1 2.02 -4.93 -3.77  -0.9144
O2 -3.09 -1.53 1.25  -0.5043
O3 3.62 -1.05 -0.64  -0.8871
O4 1.79 -1.93 0.54  -0.8739
O5 1.29 -4.05 -1.61  -0.9402
O6 0.07 2.57 -4.04  -1.0651
O7 -0.15 -3.81 -3.56  -0.8954
O8 -0.15 3.38 0.07  -0.4109
O9 -5.08 -0.49 1.24  -0.6530
N1 -0.80 1.23 -0.28  -0.4597
C1 2.74 1.00 1.77  -0.1459
C2 -0.29 1.23 -1.72  -0.3780
C3 1.19 0.93 -1.72  -0.2289
C4 1.70 0.14 -2.91  -0.4122
C5 -3.77 -0.59 1.49  0.7153
C6 1.54 0.47 -0.26  -0.3581
C7 -0.95 2.56 0.33  0.6663
C8 -3.18 0.67 2.16  0.5443
C9 -2.12 2.91 1.30  0.5699
C10 -3.34 1.96 1.30  0.5716
C11 2.39 1.53 0.46  -0.4732
C12 1.00 -1.19 -3.21  -0.4282
C13 2.70 0.52 2.85  -0.1072
C14 1.99 -2.33 -3.49  -0.6796
C15 0.18 0.26 0.43  -0.2212
B1 2.37 -0.90 -0.10  1.1652
H1 1.86 2.47 0.59  0.2373
H2 0.30 0.41 1.50  0.3181
H3 -2.16 2.06 -3.37  -0.0649
H4 2.52 0.15 3.83  0.2848
H5 0.35 -1.53 -2.40  0.2014
H6 3.30 1.75 -0.10  0.2227
H7 0.38 -1.12 -4.09  0.2291
H8 2.21 -2.43 -4.54  0.2514
H9 2.77 -0.03 -2.83  0.2222
H10 -0.76 0.32 -2.11  0.2442
H11 2.92 -2.21 -2.94  0.2639
H12 -5.27 -1.10 0.52  0.5090
H13 -1.66 0.68 -0.34  0.4585
H14 -0.19 -0.71 0.15  0.2544
H15 2.46 -2.46 0.98  0.5202
H16 -0.72 -3.99 -2.80  0.5156
H17 4.02 -0.22 -0.89  0.4880
H18 -1.03 3.73 -2.28  -0.0571
H19 1.73 1.87 -1.79  0.2363
H20 1.56 0.78 -3.77  0.2577

Entry from the Open Molecules 2025 dataset: C15H20BN3O4S2Tl as an isolated structure at a distorted geometry (the ωB97M-V functional and the def2-TZVPD basis).

The value obtained for the HOMO-LUMO gap is 5.98 eV. Its energy relative to the best compared isomer or geometry (same formula, charge and spin) is 63.2 kJ/mol. As for the total charge: -1. The value obtained for the LUMO energy is 2.67 eV.

Each line ends with the natural charge from an NBO analysis.
Positions of all 46 atoms, in Å:
Tl1 -0.20 0.27 -0.75  0.5458
S1 3.86 2.53 0.65  0.3072
S2 2.18 4.06 -1.43  2.3025
O1 -2.24 -2.09 1.01  -0.7785
O2 1.34 4.50 -2.51  -0.9601
O3 -0.15 -2.96 1.00  -0.7799
O4 3.59 3.91 -1.73  -0.9763
N1 1.57 8.11 2.89  -0.8045
N2 1.54 2.73 -0.78  -0.9177
N3 1.93 0.82 0.47  -0.6190
C1 3.94 1.03 1.55  -0.4978
C2 -1.02 -4.03 0.69  0.2361
C3 3.00 6.82 1.43  -0.2735
C4 -0.93 -4.23 -0.84  -0.6300
C5 -2.71 -3.80 2.61  -0.6296
C6 2.03 5.28 -0.12  -0.2832
C7 3.15 5.89 0.42  -0.1939
C8 0.77 5.57 0.35  -0.1822
C9 1.73 7.13 1.92  0.1665
C10 0.61 6.49 1.37  -0.2685
C11 -3.58 -3.96 0.28  -0.6208
C12 -2.41 -3.49 1.13  0.2341
C13 2.84 0.29 1.32  -0.0288
C14 -0.60 -5.34 1.37  -0.6209
C15 2.29 2.01 0.02  0.2827
B1 -0.87 -1.73 0.99  0.4410
H1 -0.08 5.07 -0.09  0.2366
H2 0.38 -5.64 0.99  0.2112
H3 -3.57 -3.20 2.91  0.2122
H4 -3.49 -3.63 -0.75  0.2170
H5 -3.66 -5.05 0.31  0.1966
H6 -0.52 -5.22 2.45  0.2138
H7 -1.86 -3.52 3.23  0.2167
H8 -1.32 -6.12 1.15  0.1976
H9 4.11 5.62 0.02  0.2410
H10 4.79 0.82 2.17  0.2198
H11 0.12 -4.38 -1.10  0.2142
H12 3.87 7.31 1.85  0.1983
H13 -0.37 6.74 1.74  0.2001
H14 -1.26 -3.33 -1.34  0.2165
H15 2.39 8.28 3.46  0.3732
H16 -2.95 -4.85 2.77  0.1936
H17 0.71 8.05 3.41  0.3737
H18 -4.50 -3.54 0.68  0.2094
H19 2.62 -0.68 1.72  0.2132
H20 -1.51 -5.09 -1.18  0.1944

| no. | energy (Ha) |
| --- | --- |
| 1 | -863.382730 |
| 2 | -2686.983638 |
| 3 | -1852.414839 |
| 4 | -1091.897232 |
| 5 | -3619.735026 |
| 6 | -2042.641038 |